No. 1
84
Properties=species:S:1:pos:R:3 method="wB97M-V/def2-TZVPD" spin_multiplicity=1 e_tot_ha=-1820.49328
F 0.19 1.42 2.08
C 0.89 2.19 2.94
C 1.07 1.80 4.26
C 1.66 2.66 5.14
C 2.01 3.94 4.69
C 1.79 4.34 3.36
C 1.22 3.49 2.48
H 0.79 0.78 4.47
H 1.92 2.29 6.12
H 2.35 4.58 5.49
H 2.09 5.31 2.99
H 1.09 3.84 1.46
F 1.35 0.03 -1.93
C 0.53 0.14 -0.85
C -0.28 -0.97 -0.61
C -1.24 -0.94 0.42
C -1.43 0.22 1.09
C -0.60 1.33 0.90
C 0.36 1.32 -0.12
H -0.18 -1.87 -1.20
H -1.91 -1.78 0.50
H -2.26 0.22 1.78
H -0.81 2.22 1.47
H 0.94 2.22 -0.27
C 3.26 0.86 2.64
C 3.37 0.85 1.12
O 4.34 1.29 0.51
C 2.32 0.14 0.32
H 4.24 1.11 3.05
H 2.93 -0.09 3.04
H 2.59 1.64 3.03
H 2.04 0.77 -0.52
H 1.41 -0.01 0.89
H 2.75 -0.80 -0.02
C 2.88 -0.82 -2.14
C 2.11 -1.84 -1.30
O 2.29 -1.90 -0.15
C 1.16 -2.83 -1.97
H 3.92 -1.13 -2.24
H 2.81 0.21 -1.81
H 2.53 -0.89 -3.18
H 0.14 -2.61 -1.65
H 1.47 -3.87 -1.82
H 1.10 -2.66 -3.04
C 0.03 4.40 -0.45
C -0.76 3.79 0.66
O -0.30 3.60 1.76
C -2.07 3.13 0.35
H -0.47 5.32 -0.76
H 0.06 3.79 -1.35
H 0.99 4.69 -0.02
H -2.62 3.87 -0.23
H -2.64 2.83 1.23
H -1.88 2.21 -0.20
C -0.94 -3.90 -2.54
C -1.94 -2.87 -2.00
O -1.57 -2.04 -1.16
C -3.34 -3.02 -2.51
H -0.10 -3.83 -1.85
H -0.68 -3.65 -3.57
H -1.33 -4.92 -2.60
H -3.34 -2.63 -3.53
H -4.16 -2.54 -1.99
H -3.57 -4.08 -2.46
C -0.88 1.36 -3.41
C -0.22 0.16 -4.02
O 0.14 0.27 -5.19
C -0.27 -1.17 -3.31
H -0.09 1.83 -2.82
H -1.70 1.10 -2.75
H -1.29 2.02 -4.18
H -0.03 -1.06 -2.26
H 0.52 -1.80 -3.71
H -1.24 -1.67 -3.38
C -3.55 -2.22 1.52
C -2.19 -2.77 2.00
O -1.38 -2.02 2.57
C -1.85 -4.24 1.64
H -3.56 -2.20 0.43
H -3.59 -1.23 1.98
H -4.28 -2.91 1.94
H -2.43 -4.89 2.29
H -0.80 -4.36 1.90
H -1.92 -4.52 0.59

No. 2
92
Properties=species:S:1:pos:R:3 method="wB97M-V/def2-TZVPD" spin_multiplicity=5 charge=+3 e_tot_ha=-2402.46681
Ir 0.20 -1.16 0.21
C 1.04 -3.21 2.37
N -0.16 -2.91 1.51
C -0.84 -3.97 0.81
C -1.44 -3.34 -0.47
N -1.18 -2.09 -0.91
C -2.11 -1.78 -1.93
C -2.17 -0.70 -2.82
C -2.94 -0.83 -4.00
C -3.74 -1.95 -4.15
C -3.77 -2.99 -3.20
C -2.92 -2.94 -2.12
N -2.48 -3.87 -1.14
C 1.76 -1.91 2.53
N 1.56 -0.85 1.67
C 2.24 0.25 2.16
C 2.42 1.53 1.66
C 3.32 2.37 2.30
C 3.92 1.98 3.48
C 3.56 0.74 4.13
C 2.80 -0.12 3.41
N 2.50 -1.51 3.57
H 1.75 -3.97 1.94
H 0.78 -3.70 3.37
H -0.81 -2.48 2.23
H -1.66 -4.38 1.45
H -0.11 -4.74 0.50
H -1.65 0.23 -2.64
H -2.90 -0.02 -4.73
H -4.33 -2.00 -5.02
H -4.43 -3.83 -3.33
H -2.91 -4.80 -1.00
H 1.79 1.88 0.80
H 3.54 3.34 1.85
H 4.73 2.58 3.91
H 4.07 0.48 5.07
H 2.81 -2.04 4.38
C -2.56 3.18 -1.13
P -0.87 3.73 -1.29
C -0.71 3.41 -3.07
C -1.04 5.54 -1.26
O 0.07 3.09 -0.34
H -3.13 3.52 -2.03
H -2.99 3.45 -0.15
H -2.50 2.06 -1.32
H -1.70 3.31 -3.54
H -0.10 2.50 -3.17
H -0.23 4.23 -3.57
H -2.06 5.87 -1.54
H -0.29 5.88 -1.99
H -0.63 5.97 -0.34
C -1.91 4.21 2.74
C -2.97 3.35 3.44
C -4.35 3.18 2.77
C -2.42 2.02 3.99
N -2.23 1.00 3.01
C -1.49 0.96 1.88
N -1.15 -0.31 1.64
N -1.68 -1.06 2.67
N -2.30 -0.32 3.53
H -2.22 5.25 2.77
H -1.67 3.91 1.72
H -0.99 4.16 3.32
H -3.16 3.83 4.43
H -4.29 2.69 1.80
H -4.80 4.15 2.56
H -5.05 2.61 3.40
H -3.11 1.62 4.73
H -1.43 2.17 4.44
H -1.05 1.79 1.35
C 1.96 -3.35 -1.41
N 3.03 -3.68 -2.45
C 4.36 -3.17 -1.95
N 4.26 -1.70 -1.71
C 3.18 -1.37 -0.75
N 1.79 -1.81 -1.18
C 1.56 -1.19 -2.53
N 2.60 -1.51 -3.54
C 2.65 -3.00 -3.75
C 3.92 -1.07 -3.06
H 2.15 -3.83 -0.48
H 1.04 -3.81 -1.85
H 5.14 -3.32 -2.66
H 4.56 -3.76 -1.04
H 3.19 -0.29 -0.57
H 3.51 -1.84 0.20
H 1.53 -0.11 -2.39
H 0.56 -1.52 -2.89
H 3.41 -3.21 -4.49
H 1.66 -3.38 -4.10
H 3.95 0.02 -2.93
H 4.78 -1.35 -3.71

No. 3
82
Properties=species:S:1:pos:R:3 method="wB97M-V/def2-TZVPD" spin_multiplicity=6 charge=+2 e_tot_ha=-2182.70312
Ir -1.04 0.13 -0.47
C 0.73 -1.19 -1.33
C -0.17 -0.70 -2.33
C 0.75 1.13 -1.20
C 1.29 -0.07 -0.64
C -0.16 0.75 -2.26
C 1.08 -2.63 -1.09
H 0.20 -3.27 -1.17
H 1.53 -2.76 -0.10
H 1.82 -2.98 -1.83
C 2.34 -0.16 0.42
H 1.97 -0.63 1.33
H 2.70 0.84 0.69
H 3.20 -0.75 0.07
C 1.13 2.52 -0.81
H 2.21 2.66 -0.92
H 0.87 2.68 0.25
H 0.60 3.24 -1.44
C -0.89 1.67 -3.18
H -0.27 1.99 -4.03
H -1.19 2.57 -2.63
H -1.77 1.18 -3.58
C -0.94 -1.52 -3.31
H -0.54 -1.43 -4.33
H -1.98 -1.17 -3.34
H -0.91 -2.57 -3.02
C -1.18 -0.96 1.58
C -1.63 -2.14 0.94
C -2.92 -2.37 0.25
C -3.72 -1.06 0.07
C -3.03 0.16 -0.47
C -2.56 1.27 0.38
C -2.36 1.32 1.86
C -1.93 -0.01 2.50
H -3.49 -3.11 0.84
H -3.98 -0.77 1.13
H -2.80 -2.83 -0.74
H -2.76 -0.52 3.01
H -0.14 -1.07 1.94
H -0.90 -2.96 0.91
H -1.23 0.27 3.30
H -1.51 2.01 2.04
H -2.71 2.25 -0.12
H -3.18 1.82 2.40
H -4.66 -1.20 -0.49
H -3.41 0.53 -1.43
P -4.84 -1.36 2.77
C -5.15 -1.73 4.53
C -6.15 -2.38 1.99
P -5.24 1.36 1.04
C -5.57 0.33 2.63
C -6.73 0.80 0.13
C -5.97 2.89 1.74
H -4.78 -0.91 5.16
H -4.62 -2.66 4.76
H -6.23 -1.86 4.66
H -7.05 -2.30 2.63
H -5.81 -3.42 1.99
H -6.40 -2.08 0.97
H -6.94 2.62 2.19
H -6.12 3.62 0.93
H -5.32 3.32 2.51
H -5.20 0.92 3.49
H -6.66 0.22 2.71
H -6.97 1.58 -0.61
H -7.57 0.70 0.83
H -6.56 -0.15 -0.39
O 2.95 -0.03 4.42
C 3.44 0.98 3.82
C 4.86 1.16 3.69
C 5.39 2.23 3.00
C 4.56 3.20 2.40
C 3.17 3.07 2.52
C 2.60 2.01 3.19
C 1.13 1.82 3.17
O 0.42 2.52 2.44
O 0.66 0.84 3.94
H 1.48 0.33 4.33
H 5.50 0.41 4.17
H 6.47 2.32 2.90
H 4.98 4.04 1.85
H 2.49 3.81 2.09

No. 4
87
Properties=species:S:1:pos:R:3 method="wB97M-V/def2-TZVPD" spin_multiplicity=5 charge=+2 e_tot_ha=-2133.26632
Pt -1.01 -0.65 0.70
C 1.06 -1.94 3.05
N 2.08 -1.67 2.05
C 3.48 -1.97 2.35
C 4.16 -1.83 0.99
N 3.03 -1.90 0.06
C 3.22 -1.49 -1.33
C 1.87 -1.77 0.73
N 0.66 -1.78 0.18
C 0.40 -2.47 -1.09
C -0.97 -3.10 -0.98
N -1.92 -2.02 -0.68
C -3.23 -2.16 -0.87
N -4.03 -1.11 -1.11
C -3.62 0.26 -1.31
C -5.44 -1.52 -1.15
C -5.31 -3.03 -1.37
N -3.96 -3.30 -0.87
C -3.53 -4.64 -0.51
H 1.55 -2.18 3.98
H 0.43 -2.78 2.75
H 0.42 -1.07 3.21
H 3.56 -2.99 2.74
H 3.88 -1.29 3.09
H 4.89 -2.61 0.79
H 4.64 -0.85 0.88
H 4.18 -0.97 -1.40
H 2.44 -0.79 -1.63
H 3.24 -2.34 -2.01
H 1.15 -3.24 -1.27
H 0.41 -1.76 -1.93
H -0.93 -3.86 -0.21
H -1.23 -3.58 -1.93
H -2.57 0.28 -1.61
H -3.74 0.85 -0.40
H -4.23 0.70 -2.10
H -5.96 -1.02 -1.96
H -5.94 -1.28 -0.21
H -5.39 -3.30 -2.42
H -6.04 -3.60 -0.79
H -4.42 -5.20 -0.23
H -2.87 -4.61 0.35
H -3.04 -5.16 -1.34
C -0.85 3.94 -1.78
C -0.20 3.92 -0.42
C -1.13 3.77 0.74
C 0.97 4.82 -0.22
Si 0.76 1.80 -0.54
O -0.59 0.95 -0.59
C 1.63 1.90 -2.15
C 2.81 2.63 -2.36
C 3.42 2.64 -3.60
C 2.85 1.93 -4.66
C 1.68 1.21 -4.47
C 1.07 1.20 -3.22
C 1.79 1.68 1.00
C 3.18 1.65 0.92
C 3.95 1.57 2.08
C 3.34 1.52 3.32
C 1.95 1.54 3.41
C 1.19 1.61 2.26
H -1.49 4.83 -1.82
H -1.49 3.08 -1.94
H -0.12 4.02 -2.59
H -1.74 4.68 0.78
H -0.60 3.71 1.69
H -1.82 2.93 0.64
H 0.59 5.85 -0.20
H 1.68 4.78 -1.05
H 1.48 4.65 0.72
H 3.27 3.19 -1.55
H 4.33 3.20 -3.75
H 3.33 1.94 -5.63
H 1.24 0.66 -5.29
H 0.15 0.65 -3.08
H 3.68 1.67 -0.04
H 5.03 1.56 2.01
H 3.94 1.49 4.22
H 1.47 1.50 4.38
H 0.11 1.63 2.35
C -3.40 -1.09 4.24
O -2.36 -1.27 3.24
C -2.39 -0.43 2.23
O -3.18 0.46 2.06
H -3.23 -1.87 4.98
H -4.38 -1.21 3.78
H -3.31 -0.11 4.69